(1)
This record from OMol25 describes 2 unconnected molecules or ions with the total composition C3H4N2. The level of theory is wB97M-V/def2-TZVPD.

## Properties
energy	-226.0329	hartree
HOMO	-9.17	eV
energy relative to the best compared isomer or geometry (same formula, charge and spin)	120.7	kcal per mole

Geometry (Å):
N (-0.775, -1.588, 0.499)
C (-1.123, 1.860, -0.298)
C (-0.018, 1.574, 0.088)
C (1.616, -1.376, 0.166)
N (0.424, -1.478, 0.234)
H (-1.250, -0.746, 0.151)
H (-2.095, 2.144, -0.635)
H (0.952, 1.279, 0.431)
H (2.255, -1.713, -0.638)



(2)
This record from OMol25 describes a single C4H7NO2 molecule. The level of theory is wB97M-V/def2-TZVPD.

## Properties
energy	-361.8630	hartree
HOMO	-10.19	eV
SMILES	C[C@H]1CNC(=O)O1
energy relative to the best compared isomer or geometry (same formula, charge and spin)	11.2	kcal per mole

Geometry (Å):
C (0.770, 1.424, 0.727)
C (0.340, 0.523, -0.412)
C (0.584, -0.988, -0.171)
N (-0.745, -1.578, -0.227)
C (-1.683, -0.523, -0.141)
O (-2.835, -0.609, 0.169)
O (-1.087, 0.649, -0.475)
H (0.204, 1.137, 1.621)
H (0.516, 2.460, 0.488)
H (1.839, 1.349, 0.942)
H (0.758, 0.849, -1.370)
H (1.010, -1.156, 0.826)
H (1.259, -1.441, -0.902)
H (-0.930, -2.095, -1.076)



(3)
This record from OMol25 describes a molecular structure, C3H6NS at a distorted geometry. The level of theory is wB97M-V/def2-TZVPD.

## Properties
energy	-570.4428	hartree
total charge	+1
HOMO	-13.31	eV
energy relative to the best compared isomer or geometry (same formula, charge and spin)	47.2	kcal per mole

Geometry (Å):
C (-0.556, -1.105, 0.433)
C (-0.765, -1.628, -0.792)
C (-0.200, 0.304, 0.008)
N (1.047, 1.088, 0.319)
S (-0.231, -0.287, -1.838)
H (-0.745, -1.396, 1.454)
H (-1.155, -2.572, -1.000)
H (-1.212, 1.484, 0.439)
H (1.073, 1.492, 1.269)
H (0.759, 1.856, -0.401)
H (1.986, 0.766, 0.109)



Q: Among the records above, which one has the highest HOMO?
A: C3H4N2



Q: Which value of HOMO does entry 3 give?
A: -13.31 eV



Q: Look up the energy of the second one.
A: -361.8630 hartree



Q: Which of these has the highest energy relative to the best compared isomer or geometry (same formula, charge and spin)?
A: C3H4N2